Record 1
A molecular structure, C24H20GaN4S4. Source: OMol25; level of theory: ωB97M-V/def2-TZVPD.

Geometry (Å):
Ga (0.40679, 0.54975, 0.75976)
C (1.92888, 0.45440, -2.80579)
N (2.32384, 0.18103, -1.42932)
C (2.55592, -1.25182, -1.22649)
C (1.27464, -2.08450, -1.18908)
N (0.53010, -1.95796, 0.07637)
C (1.15874, -2.76072, 1.12206)
C (-0.87355, -2.23801, -0.08900)
C (-1.44626, -3.43938, 0.31095)
C (-2.80686, -3.66971, 0.17425)
C (-3.62243, -2.69099, -0.37243)
C (-3.06855, -1.48590, -0.76790)
C (-1.70247, -1.24252, -0.63111)
S (-1.06269, 0.31454, -1.11770)
C (3.40779, 0.98519, -0.97454)
C (4.29071, 1.59699, -1.86281)
C (5.31214, 2.42182, -1.41830)
C (5.47070, 2.64910, -0.06222)
C (4.60838, 2.04315, 0.83510)
C (3.57557, 1.21190, 0.40369)
S (2.57427, 0.45791, 1.64230)
H (2.60898, -0.01553, -3.53184)
H (1.90549, 1.52988, -2.96976)
H (0.92408, 0.07989, -2.97531)
H (3.09958, -1.38564, -0.29277)
H (3.19032, -1.63568, -2.04138)
H (1.55047, -3.13761, -1.34208)
H (0.61985, -1.79186, -2.00762)
H (1.32061, -3.79801, 0.80201)
H (0.53057, -2.74469, 2.01085)
H (2.11789, -2.31686, 1.38412)
H (-0.83495, -4.21121, 0.75952)
H (-3.22525, -4.61208, 0.50447)
H (-4.68989, -2.85064, -0.46054)
H (-3.69119, -0.69401, -1.16413)
H (4.19310, 1.42506, -2.92611)
H (5.97563, 2.88810, -2.13578)
H (6.26054, 3.29551, 0.29965)
H (4.70741, 2.21295, 1.89930)
S (-0.97335, -0.10486, 2.58942)
C (-2.20152, 1.02020, 2.05177)
C (-3.53746, 0.64414, 2.16864)
C (-4.57162, 1.49453, 1.79798)
C (-5.91957, 1.04251, 1.89820)
N (-6.99535, 0.64155, 1.98138)
C (-4.26138, 2.78160, 1.32161)
C (-2.93009, 3.15392, 1.18379)
C (-1.88830, 2.28696, 1.50652)
S (-0.24146, 2.80840, 1.22367)
C (-5.29939, 3.70109, 0.99102)
N (-6.13269, 4.45483, 0.74176)
H (-3.76256, -0.34157, 2.55268)
H (-2.68414, 4.13488, 0.80115)

Atomic forces in eV per Å
-0.33 0.08 0.22
-0.11 -0.02 0.08
0.09 0.03 -0.12
-0.16 -0.14 0.11
0.13 0.27 -0.04
-0.18 -0.07 0.08
0.06 0.19 0.07
-0.12 -0.03 -0.04
0.10 -0.09 0.06
-0.06 -0.01 -0.02
-0.01 -0.02 0.05
0.06 -0.05 0.04
0.09 0.03 -0.18
0.40 0.11 0.43
0.11 0.14 0.10
0.03 -0.02 -0.05
0.02 0.05 -0.01
0.07 -0.01 0.04
-0.03 -0.06 -0.05
0.00 -0.13 0.03
-0.45 -0.07 -0.23
0.04 0.07 -0.02
-0.01 0.00 -0.02
-0.05 -0.06 0.02
0.04 0.03 0.00
0.02 -0.01 0.01
-0.06 -0.02 -0.01
-0.05 0.00 0.03
-0.02 -0.03 0.03
0.00 0.00 0.02
0.02 -0.02 -0.03
0.03 0.01 -0.03
0.00 0.00 0.01
0.01 -0.01 -0.02
-0.02 0.00 0.01
-0.05 0.00 0.02
0.01 -0.01 0.00
-0.01 0.01 0.00
0.01 0.04 0.00
0.48 -0.02 -0.51
-0.15 0.03 0.05
-0.03 0.06 -0.01
0.41 0.19 -0.01
-0.36 -0.14 0.05
0.06 0.05 0.00
0.26 -0.32 0.14
-0.15 -0.05 -0.01
0.04 0.11 0.02
0.18 -0.34 -0.11
-0.28 0.28 -0.10
0.06 -0.04 -0.01
-0.06 -0.01 -0.04
-0.05 0.00 -0.04

Summary:
charge: -1
LUMO energy: 0.09285 Ha
electronic energy: -4663.33320 Eh
orbital gap: 7.474 eV
maximum force: 0.70 eV Å⁻¹

Record 2
A molecular structure, C24H20N3O6S2V in a non-equilibrium geometry. Source: OMol25; level of theory: ωB97M-V/def2-TZVPD.

Geometry (Å):
V (0.22893, 0.81384, -1.57447)
C (3.74703, -1.75986, 4.62593)
C (3.46473, -1.20056, 3.26083)
C (2.76713, -1.94366, 2.31543)
C (2.62123, -1.48576, 1.01493)
C (3.15063, -0.25696, 0.66193)
C (3.78493, 0.52294, 1.61343)
C (3.94443, 0.05634, 2.90503)
S (3.45743, 0.17534, -1.06997)
O (3.91163, -1.08386, -1.63517)
O (4.46533, 1.21424, -1.02757)
N (2.11493, 0.68334, -1.81387)
C (2.30233, 1.86354, -2.59677)
C (1.01933, 2.70184, -2.38497)
O (0.60753, 3.42964, -3.26917)
O (0.54333, 2.52894, -1.20927)
H (3.45463, -2.80646, 4.68873)
H (3.21243, -1.19666, 5.39023)
H (4.81123, -1.68296, 4.84443)
H (2.37213, -2.91336, 2.59333)
H (2.14873, -2.09616, 0.26053)
H (4.20083, 1.46434, 1.29583)
H (4.48253, 0.65074, 3.63203)
H (2.42203, 1.62904, -3.66587)
H (3.18223, 2.42324, -2.25147)
O (-4.00227, 1.71514, -2.09777)
S (-2.69487, 1.98734, -1.53377)
O (-1.99607, 3.09894, -2.09687)
N (-1.73757, 0.67574, -1.52977)
C (-2.24147, -0.58216, -1.54447)
C (-3.57007, -0.99696, -1.46087)
C (-3.87657, -2.35196, -1.45787)
C (-2.90387, -3.32086, -1.54647)
C (-1.55477, -2.94986, -1.69067)
C (-0.49507, -3.86456, -1.87107)
C (0.77523, -3.36756, -2.04607)
C (1.00363, -1.99566, -2.01087)
N (0.04103, -1.08876, -1.80727)
C (-1.22897, -1.57336, -1.68037)
C (-3.02507, 2.36054, 0.20513)
C (-3.74757, 1.47684, 0.98563)
C (-4.14957, 1.85254, 2.25703)
C (-3.82847, 3.11124, 2.73993)
C (-3.09367, 3.98784, 1.95743)
C (-2.69157, 3.61094, 0.68653)
H (-4.35887, -0.26536, -1.43127)
H (-4.91567, -2.64056, -1.38957)
H (-3.15877, -4.36946, -1.52607)
H (-0.69547, -4.92496, -1.89677)
H (1.61533, -4.02786, -2.20677)
H (2.00593, -1.62136, -2.14827)
H (-4.00597, 0.50894, 0.58803)
H (-4.73607, 1.17144, 2.85863)
H (-4.15957, 3.41114, 3.72513)
H (-2.85637, 4.97434, 2.32673)
H (-2.13457, 4.26694, 0.03863)

Atomic forces in eV per Å
-0.82 -2.09 0.68
-0.07 0.11 -0.03
0.02 -0.02 -0.01
-0.04 0.04 -0.01
-0.05 0.04 -0.09
0.17 0.12 -0.45
-0.02 0.17 -0.04
-0.14 -0.14 -0.04
0.04 -0.24 -0.26
-0.17 -0.08 0.08
-0.22 0.12 0.09
3.23 -1.16 0.86
0.27 0.79 -0.86
1.49 1.47 -1.86
0.04 0.25 -0.05
-0.22 3.58 2.18
-0.02 -0.01 0.06
-0.04 -0.03 0.11
0.06 -0.04 0.07
0.00 -0.04 -0.04
-0.03 -0.13 0.01
0.11 0.14 0.04
0.03 0.05 0.03
-0.05 0.23 0.25
-0.28 0.19 -0.22
0.20 -0.28 0.20
-0.96 0.55 -0.16
0.06 -0.16 0.31
-1.41 1.64 -0.09
-0.97 -1.24 0.11
0.55 0.40 -0.04
0.26 -0.71 0.00
-0.38 0.02 -0.02
0.14 0.38 0.02
0.32 0.30 -0.06
-0.49 -0.51 0.07
-0.02 0.42 -0.12
0.04 -3.24 -0.28
-0.68 -0.45 0.07
0.11 -0.01 -0.52
-0.07 -0.15 0.04
0.00 -0.10 -0.07
0.01 0.08 0.07
-0.06 -0.02 0.05
0.15 0.06 -0.16
-0.02 -0.02 0.00
-0.09 -0.08 0.04
-0.06 -0.14 -0.05
-0.03 -0.13 0.02
0.06 0.00 -0.01
-0.09 -0.03 -0.05
-0.09 -0.13 0.04
0.02 -0.05 0.04
0.00 0.02 0.05
0.07 0.08 0.04
0.12 0.17 -0.05

Summary:
charge: -1
LUMO energy (alpha / beta): 0.08204 / 0.08135 Ha
electronic energy: -3282.73152 Eh
orbital gap (alpha / beta): 5.992 / 7.647 eV
maximum force: 4.19 eV Å⁻¹
2S+1: 4

Record 3
A molecular structure, C24H21BBrF4N3O5RuS2 in a non-equilibrium geometry. Source: OMol25; level of theory: ωB97M-V/def2-TZVPD.

Geometry (Å):
Ru (-1.49463, 0.59653, 0.94220)
C (5.30302, -0.71551, -4.29670)
C (4.35669, -0.72446, -3.13007)
C (3.07691, -0.18542, -3.24232)
C (2.19583, -0.20974, -2.17513)
C (2.61412, -0.77687, -0.98219)
C (3.88035, -1.32186, -0.83599)
C (4.74509, -1.28889, -1.91520)
S (1.48719, -0.87581, 0.36284)
O (0.66316, -2.06086, -0.19174)
O (2.17498, -1.20465, 1.57410)
N (0.58193, 0.39623, 0.34533)
C (1.26141, 1.63309, 0.49178)
C (2.62000, 1.83437, 0.57933)
C (3.15805, 3.13687, 0.58669)
C (2.35359, 4.23534, 0.51841)
C (0.95161, 4.06707, 0.49578)
C (0.04317, 5.15223, 0.47452)
C (-1.29326, 4.89975, 0.51335)
C (-1.74788, 3.57074, 0.60576)
N (-0.92953, 2.54390, 0.60525)
C (0.41472, 2.76913, 0.51906)
H (4.91380, -0.11818, -5.11911)
H (5.46570, -1.73040, -4.66352)
H (6.27443, -0.31284, -4.00839)
H (2.76501, 0.25870, -4.17909)
H (1.20086, 0.20904, -2.25992)
H (4.17773, -1.75363, 0.11048)
H (5.73835, -1.70903, -1.81501)
H (3.30776, 1.00520, 0.64681)
H (4.23237, 3.25107, 0.64464)
H (2.76560, 5.23602, 0.50864)
H (0.42662, 6.16412, 0.43780)
H (-2.02741, 5.69205, 0.49751)
H (-2.80095, 3.35216, 0.70102)
N (-0.59276, 0.78109, 3.88141)
C (-0.94887, 0.72324, 2.77742)
H (-0.33717, 0.84687, 4.84010)
C (-5.10831, 0.06085, -0.79280)
S (-3.71088, 1.11746, -0.59356)
O (-2.47875, 0.34512, -0.96383)
O (-3.91594, 2.29092, -1.39618)
O (-3.54237, 1.38700, 0.87316)
H (-4.89769, -0.61985, -1.61433)
H (-5.95802, 0.69577, -1.02833)
H (-5.26129, -0.49762, 0.12588)
Br (-3.40291, -5.99922, 1.77258)
C (-2.18500, -4.66406, 1.23664)
C (-1.10909, -4.36040, 2.05310)
C (-0.17268, -3.43033, 1.63038)
C (-0.38516, -2.80739, 0.41770)
C (-1.47744, -3.05172, -0.38322)
C (-2.38715, -4.00859, 0.03409)
H (-0.99273, -4.85998, 3.00375)
H (0.70778, -3.21093, 2.21717)
H (-1.60035, -2.52142, -1.31734)
H (-3.25757, -4.22990, -0.56351)
F (-4.50055, -2.33737, 0.89941)
B (-4.00899, -1.82802, 2.10382)
F (-4.89998, -0.91588, 2.64007)
F (-3.67134, -2.83020, 2.99381)
F (-2.76116, -1.09091, 1.80570)

Atomic forces in eV per Å
-0.74 0.93 0.89
0.01 0.00 0.00
-0.01 0.00 0.01
0.01 0.00 0.00
-0.01 0.02 0.00
-0.04 -0.07 0.01
0.02 0.02 0.02
0.00 0.01 -0.01
0.17 -0.05 -0.15
-0.28 0.35 -0.23
-0.03 -0.01 0.03
-0.08 -0.43 0.25
0.05 0.02 0.01
0.01 0.01 0.03
-0.01 0.01 0.00
0.02 0.01 0.00
-0.02 0.04 -0.01
-0.03 -0.07 0.01
0.04 0.02 0.00
-0.16 0.08 0.03
0.19 -0.36 -0.10
0.08 0.03 -0.04
0.00 0.00 0.00
0.00 0.00 0.00
0.00 0.00 0.00
0.00 0.00 0.00
0.00 -0.01 -0.01
0.00 -0.01 -0.01
0.00 0.00 0.00
-0.01 0.02 0.02
0.00 0.00 -0.01
0.01 0.00 0.00
0.00 0.00 0.00
0.02 0.01 0.01
0.07 0.01 -0.01
0.03 0.04 0.08
-0.04 0.16 -0.61
-0.06 -0.06 0.02
0.01 0.04 0.04
0.12 -0.18 -0.07
-0.04 0.04 -0.11
-0.04 0.06 0.08
0.18 -0.30 -0.13
0.00 0.03 -0.02
-0.01 0.01 0.03
0.02 -0.01 -0.05
-0.03 0.00 0.02
-0.01 0.02 -0.02
0.02 0.02 -0.01
-0.04 0.03 0.03
0.15 -0.20 0.12
0.03 -0.02 0.00
-0.04 0.01 0.04
0.01 0.00 0.00
0.00 -0.02 0.01
0.00 0.01 0.00
-0.02 0.00 -0.01
0.09 -0.10 -0.01
-0.06 0.17 0.19
0.01 0.01 0.01
-0.02 0.01 -0.01
0.44 -0.35 -0.36

Summary:
LUMO energy: -0.02109 Ha
electronic energy: -5357.45082 Eh
orbital gap: 7.871 eV
maximum force: 1.49 eV Å⁻¹